No. 1
Molecular formula: C35H78N5O8
Method: DFT, wB97M-V/def2-TZVPD

Output
2S+1 = 1
HOMO = -10.782 eV
E = -61381.849 eV
Frontier orbital gap = 8.52 eV
Charge = +1
E_LUMO = -2.3 eV

Structure (XYZ):
```
126
C35H78N5O8, DFT wB97M-V/def2-TZVPD
C 3.206 -7.119 -1.263
C 2.680 -6.625 -2.609
C 1.391 -7.329 -3.041
C 0.089 -6.891 -2.331
C 0.121 -5.528 -1.647
C -1.220 -5.170 -1.013
C -1.237 -3.877 -0.175
C -0.160 -2.853 -0.527
C -0.281 -1.587 0.315
C 0.845 -0.559 0.185
C 2.254 -1.004 0.591
C 2.213 -1.993 1.755
O 3.490 -2.115 2.343
C 3.420 -2.522 3.720
C 2.912 -3.956 3.906
C 2.021 -4.117 5.147
C 3.041 -1.533 -0.604
C 3.556 -0.295 -1.363
C 3.415 0.921 -0.416
N 2.419 1.926 -0.717
C 2.872 3.296 -0.386
C 2.039 1.999 -2.132
C 0.571 1.966 -2.415
O 2.878 2.113 -2.960
N 3.095 0.230 0.932
C 2.648 1.094 2.068
C 3.746 1.727 2.974
N 4.222 0.748 3.934
N 4.768 2.351 2.136
N 3.049 2.785 3.687
H 3.493 -8.171 -1.337
H 2.460 -7.037 -0.469
H 4.100 -6.571 -0.954
H 3.445 -6.824 -3.365
H 2.552 -5.538 -2.595
H 1.266 -7.244 -4.122
H 1.544 -8.396 -2.848
H -0.220 -7.650 -1.605
H -0.714 -6.857 -3.074
H 0.892 -5.521 -0.868
H 0.404 -4.768 -2.384
H -1.498 -6.005 -0.363
H -1.995 -5.128 -1.784
H -1.164 -4.119 0.891
H -2.203 -3.378 -0.303
H 0.829 -3.309 -0.420
H -0.257 -2.579 -1.585
H -1.189 -1.064 -0.003
H -0.457 -1.844 1.367
H 0.870 -0.187 -0.840
H 0.575 0.295 0.805
H 1.918 -2.945 1.297
H 1.457 -1.735 2.504
H 2.800 -1.810 4.273
H 4.436 -2.421 4.102
H 2.365 -4.256 3.010
H 3.772 -4.622 3.994
H 2.283 -5.010 5.712
H 0.967 -4.204 4.881
H 2.123 -3.270 5.830
H 2.364 -2.102 -1.238
H 3.847 -2.209 -0.311
H 4.611 -0.405 -1.603
H 3.008 -0.168 -2.289
H 4.390 1.392 -0.272
H 2.082 4.001 -0.651
H 3.775 3.555 -0.948
H 3.071 3.379 0.679
H -0.009 2.058 -1.497
H 0.293 2.779 -3.087
H 0.309 1.016 -2.889
H 3.992 -0.185 1.207
H 2.054 1.906 1.664
H 2.006 0.493 2.707
H 4.889 0.098 3.531
H 4.705 1.232 4.687
H 5.419 2.851 2.740
H 5.345 1.646 1.684
H 2.876 2.533 4.653
H 3.560 3.658 3.662
C -6.630 2.152 3.613
O -5.398 1.503 3.387
C -5.521 0.435 2.471
C -4.153 -0.077 2.083
O -3.505 0.714 1.094
C -2.912 1.919 1.546
C -1.563 1.709 2.195
O -1.688 1.289 3.539
C -0.466 0.820 4.052
H -7.381 1.457 4.005
H -6.457 2.936 4.347
H -7.018 2.600 2.691
H -6.052 0.766 1.569
H -6.095 -0.385 2.925
H -4.276 -1.061 1.627
H -3.530 -0.180 2.975
H -3.573 2.469 2.219
H -2.754 2.517 0.646
H -0.986 2.646 2.157
H -1.024 0.946 1.621
H -0.136 -0.080 3.509
H -0.616 0.561 5.098
H 0.314 1.589 3.979
C -0.824 3.799 -5.548
O -1.760 4.529 -4.795
C -1.609 5.929 -4.954
C -2.761 6.660 -4.301
O -3.938 6.692 -5.085
C -4.733 5.516 -5.079
C -5.590 5.361 -3.843
O -4.829 4.841 -2.767
C -5.539 4.888 -1.552
H 0.204 4.051 -5.252
H -1.007 2.744 -5.346
H -0.926 3.977 -6.624
H -1.574 6.184 -6.021
H -0.667 6.256 -4.491
H -2.464 7.703 -4.180
H -2.954 6.236 -3.311
H -4.120 4.623 -5.221
H -5.400 5.619 -5.936
H -6.422 4.681 -4.069
H -6.010 6.338 -3.570
H -5.780 5.920 -1.270
H -4.907 4.446 -0.785
H -6.475 4.319 -1.612
```

Löwdin atomic charge list, values in e, 2 entries: number 1, C, carries -0.113; number 2, C, carries -0.277

***

No. 2
Molecular formula: C50H112Br2N8O8
Method: DFT, wB97M-V/def2-TZVPD

Output
2S+1 = 1
HOMO = -18.327 eV
Energy above the lowest of the compared OMol25 structures with the same formula, charge and spin = 138.8 kcal per mole
E = -221972.103 eV
Frontier orbital gap = 3.25 eV
Charge = +6
E_LUMO = -15.1 eV

Structure (XYZ):
```
180
C50H112Br2N8O8, DFT wB97M-V/def2-TZVPD
C 0.106 -4.880 4.288
C -0.546 -3.673 4.863
O -1.648 -3.207 4.403
N -0.001 -3.059 6.153
H -0.350 -3.347 7.056
H 1.002 -3.162 6.216
C -0.141 -1.567 6.132
H 1.183 -4.981 4.428
H -0.026 -4.773 3.211
H -0.400 -5.731 4.743
H 0.389 -1.196 5.255
H 0.256 -1.250 7.097
H -1.213 -1.373 6.175
C -3.492 -0.049 4.527
C -3.173 1.318 3.826
O -3.183 1.524 2.623
N -3.105 2.406 4.902
H -3.484 2.130 5.797
H -2.118 2.565 5.045
C -3.687 3.762 4.325
H -4.448 -0.124 5.045
H -2.720 -0.378 5.222
H -3.473 -0.917 3.868
H -4.735 3.578 4.089
H -3.040 4.089 3.511
H -3.526 4.432 5.170
C -5.196 -1.990 -2.078
C -5.718 -0.484 -2.124
C -7.297 -0.465 -2.334
C -8.122 -0.230 -1.142
C -7.549 -0.934 0.162
C -6.148 -0.255 0.521
N -5.356 0.130 -0.759
O -4.177 0.896 -0.667
C -5.337 -1.268 1.402
C -6.531 1.022 1.356
C -5.054 0.398 -3.207
H -5.411 -2.564 -2.979
H -5.674 -2.573 -1.291
H -4.118 -1.983 -1.915
H -7.685 -1.367 -2.808
H -7.594 0.216 -3.132
H -9.165 -0.507 -1.295
H -8.148 0.853 -1.021
H -7.523 -1.990 -0.107
H -8.294 -0.882 0.956
H -5.778 -1.515 2.368
H -4.441 -0.730 1.712
H -5.191 -2.150 0.779
H -7.231 0.643 2.100
H -7.060 1.784 0.784
H -5.754 1.557 1.903
H -5.271 -0.001 -4.198
H -3.968 0.394 -3.125
H -5.293 1.456 -3.098
C 3.630 6.743 -5.486
C 4.417 5.456 -5.798
C 5.790 5.725 -6.491
C 6.731 4.537 -6.562
C 6.970 4.000 -5.204
C 5.722 3.632 -4.336
N 4.695 4.775 -4.459
O 3.643 4.721 -3.502
C 6.310 3.638 -2.910
C 5.112 2.316 -4.828
C 3.533 4.552 -6.706
H 2.584 6.478 -5.336
H 3.760 7.464 -6.293
H 4.001 7.269 -4.606
H 6.306 6.565 -6.025
H 5.652 6.126 -7.495
H 7.609 4.977 -7.034
H 6.229 3.808 -7.199
H 7.446 4.822 -4.669
H 7.595 3.107 -5.228
H 5.602 3.481 -2.096
H 6.907 4.517 -2.670
H 7.062 2.848 -2.895
H 4.647 2.414 -5.810
H 4.216 2.041 -4.271
H 5.773 1.454 -4.911
H 2.791 3.929 -6.207
H 4.143 3.872 -7.301
H 2.863 5.155 -7.318
C 3.703 0.523 -1.066
C 2.132 0.324 -1.097
C 1.872 -1.071 -1.546
C 0.503 -1.680 -1.385
C 0.022 -1.500 0.069
C 0.073 0.003 0.616
N 1.445 0.541 0.240
O 1.743 1.736 0.817
C -0.081 -0.014 2.152
C -1.012 0.748 -0.168
C 1.535 1.317 -2.115
H 4.130 0.177 -2.007
H 4.194 -0.127 -0.342
H 3.943 1.575 -0.908
H 2.466 -1.603 -0.803
H 2.213 -1.338 -2.546
H 0.482 -2.754 -1.571
H -0.176 -1.350 -2.171
H 0.652 -2.121 0.706
H -0.975 -1.874 0.303
H 0.681 -0.579 2.689
H -1.034 -0.340 2.569
H 0.020 0.985 2.577
H -1.279 0.717 -1.224
H -0.862 1.811 0.022
H -1.917 0.512 0.392
H 1.810 1.244 -3.167
H 1.618 2.329 -1.718
H 0.478 1.065 -2.201
C -1.903 -8.966 -0.996
C -1.188 -7.765 -0.427
C -0.698 -6.718 -1.475
C -1.811 -5.871 -2.102
C -2.416 -4.952 -1.036
C -3.004 -5.776 0.156
N -2.070 -6.985 0.528
O -1.920 -7.167 1.941
C -4.358 -6.381 -0.260
C -3.016 -4.738 1.351
C 0.102 -8.291 0.231
H -2.105 -9.647 -0.169
H -1.421 -9.649 -1.696
H -2.858 -8.606 -1.379
H -0.205 -7.262 -2.281
H 0.089 -6.095 -1.049
H -2.626 -6.482 -2.490
H -1.432 -5.335 -2.972
H -3.177 -4.324 -1.498
H -1.619 -4.228 -0.868
H -4.773 -6.729 0.686
H -4.367 -7.268 -0.893
H -5.007 -5.581 -0.615
H -3.418 -5.080 2.305
H -3.695 -3.979 0.963
H -2.044 -4.273 1.512
H -0.059 -9.096 0.948
H 0.607 -7.461 0.726
H 0.755 -8.713 -0.532
C 0.195 4.320 2.483
C 0.736 5.638 2.004
C 1.860 5.515 0.987
O 2.189 6.813 0.479
C 2.941 6.781 -0.771
N -0.302 6.541 1.395
H -0.812 6.043 0.680
H -0.921 6.867 2.124
H 0.025 7.428 1.038
H -0.216 3.720 1.672
H -0.538 4.564 3.252
H 0.912 3.586 2.850
H 1.099 6.215 2.854
H 1.421 4.965 0.155
H 2.665 4.820 1.222
H 2.604 7.613 -1.390
H 2.749 5.902 -1.386
H 4.030 6.730 -0.761
C 6.008 -1.463 1.451
C 5.353 -1.484 2.852
C 4.055 -0.723 3.056
O 4.246 0.601 2.539
C 3.743 1.639 3.307
N 5.075 -3.006 3.210
H 4.180 -3.256 2.813
H 5.835 -3.638 3.004
H 4.878 -3.148 4.190
H 6.144 -0.489 0.981
H 5.300 -1.871 0.730
H 6.930 -2.024 1.291
H 5.955 -1.142 3.694
H 3.823 -0.642 4.118
H 3.204 -1.215 2.585
H 3.583 2.568 2.760
H 4.332 1.755 4.216
H 2.739 1.403 3.659
Br 0.230 1.930 5.271
Br -1.077 4.283 -1.424
```

Löwdin atomic charge list, values in e, 2 entries: number 1, C, carries 0.032; number 2, C, carries -0.285

***

No. 3
Molecular formula: C43H84BClF5N3O22P
Method: DFT, wB97M-V/def2-TZVPD

Output
2S+1 = 1
HOMO = -10.322 eV
E = -131532.149 eV
Frontier orbital gap = 7.12 eV
Charge = +1
E_LUMO = -3.2 eV

Structure (XYZ):
```
160
C43H84BClF5N3O22P, DFT wB97M-V/def2-TZVPD
C 3.636 10.075 4.086
C 2.623 10.843 3.265
O 1.765 10.008 2.457
B 2.328 9.435 1.414
O 3.398 9.980 0.743
N 1.788 8.129 0.830
C 1.961 7.020 1.447
N 2.704 7.015 2.648
C 2.137 5.777 3.304
P 3.023 5.209 4.833
O 4.594 5.316 4.370
Cl 2.744 6.716 6.218
C 2.203 4.899 2.059
C 1.798 3.442 2.222
F 2.834 2.861 2.823
F 0.779 3.271 3.026
C 1.538 2.661 0.881
F 2.185 1.540 0.953
F 1.909 3.249 -0.211
F 0.278 2.381 0.741
N 1.530 5.784 1.082
C 0.107 5.623 0.859
O -0.589 5.580 2.058
C -2.009 5.566 1.829
O -2.469 6.856 1.754
C -2.409 7.546 2.985
C -3.798 7.590 3.736
O -4.807 7.099 2.870
H 4.214 10.778 4.673
H 3.115 9.449 4.805
H 4.293 9.432 3.504
H 1.970 11.346 3.967
H 3.096 11.635 2.698
H 4.153 9.399 0.915
H 1.276 8.114 -0.047
H 3.680 6.838 2.395
H 1.155 6.138 3.594
H 4.976 4.458 4.597
H 3.268 4.875 1.824
H -0.237 6.499 0.296
H -0.082 4.777 0.203
H -2.504 4.959 2.583
H -2.157 5.071 0.872
H -1.686 7.128 3.686
H -2.069 8.552 2.764
H -3.713 6.934 4.596
H -3.987 8.618 4.023
H -5.150 6.300 3.278
O -4.265 -1.790 -0.487
C -3.206 -1.713 0.082
O -3.109 -1.864 1.423
C -1.814 -1.900 2.044
C -1.345 -0.485 2.257
C -1.960 -1.338 -0.688
H -1.108 -2.492 1.465
H -1.930 -2.412 2.998
H -1.250 0.024 1.297
H -0.375 -0.467 2.758
H -2.055 0.087 2.857
H -1.928 -0.254 -0.802
H -2.017 -1.797 -1.672
H -1.034 -1.683 -0.234
O 3.720 1.054 -5.641
C 2.950 0.721 -4.781
O 2.535 1.629 -3.885
C 1.489 1.376 -2.936
C 1.940 0.654 -1.701
C 2.506 -0.717 -4.634
H 0.669 0.837 -3.398
H 1.111 2.364 -2.671
H 2.315 -0.341 -1.939
H 1.085 0.549 -1.033
H 2.738 1.163 -1.169
H 3.268 -1.267 -4.083
H 2.406 -1.146 -5.629
H 1.546 -0.837 -4.137
O 0.755 -3.054 0.145
C 1.326 -3.918 0.761
O 0.616 -4.716 1.567
C 1.153 -5.880 2.211
C 1.858 -5.524 3.503
C 2.828 -4.061 0.706
H 1.793 -6.440 1.527
H 0.296 -6.518 2.422
H 2.707 -4.871 3.331
H 2.213 -6.424 4.007
H 1.180 -4.993 4.171
H 3.275 -3.352 1.403
H 3.156 -3.825 -0.304
H 3.187 -5.061 0.931
O -8.622 -1.403 -5.577
C -8.348 -0.916 -4.511
O -7.107 -1.078 -4.010
C -6.624 -0.388 -2.851
C -6.982 -1.071 -1.540
C -9.391 -0.194 -3.688
H -6.951 0.654 -2.875
H -5.541 -0.380 -2.957
H -8.062 -1.118 -1.385
H -6.536 -0.528 -0.710
H -6.613 -2.094 -1.526
H -9.974 -0.929 -3.135
H -10.048 0.343 -4.368
H -8.982 0.538 -2.996
O -0.815 -0.547 -2.422
C -1.780 -1.024 -2.959
O -2.943 -0.955 -2.309
C -4.210 -1.385 -2.814
C -4.369 -2.873 -2.541
C -1.684 -1.781 -4.262
H -4.343 -1.120 -3.864
H -4.961 -0.824 -2.261
H -3.610 -3.454 -3.064
H -5.349 -3.232 -2.854
H -4.248 -3.072 -1.476
H -1.361 -2.800 -4.054
H -0.941 -1.292 -4.889
H -2.609 -1.804 -4.831
O 4.214 -4.279 4.910
C 4.766 -5.153 5.524
O 4.036 -5.950 6.320
C 4.552 -7.124 6.961
C 5.240 -6.791 8.268
C 6.267 -5.317 5.482
H 5.196 -7.685 6.282
H 3.685 -7.753 7.157
H 6.104 -6.144 8.115
H 5.575 -7.700 8.767
H 4.555 -6.259 8.930
H 6.719 -4.619 6.186
H 6.608 -5.079 4.477
H 6.611 -6.325 5.702
O 7.399 -3.918 -8.309
C 6.969 -3.082 -7.567
O 6.405 -1.972 -8.076
C 5.709 -1.001 -7.286
C 6.658 0.007 -6.674
C 7.120 -3.213 -6.067
H 5.079 -1.489 -6.541
H 5.036 -0.491 -7.972
H 7.364 -0.468 -5.991
H 6.102 0.765 -6.124
H 7.246 0.495 -7.452
H 8.114 -2.871 -5.782
H 7.016 -4.264 -5.806
H 6.373 -2.669 -5.495
O -5.432 -6.703 -4.327
C -5.928 -6.913 -3.255
O -6.277 -5.869 -2.480
C -7.032 -5.989 -1.260
C -6.140 -6.306 -0.077
C -6.091 -8.317 -2.722
H -7.843 -6.709 -1.377
H -7.499 -5.019 -1.108
H -5.637 -7.266 -0.200
H -6.718 -6.338 0.848
H -5.362 -5.548 0.025
H -5.148 -8.639 -2.282
H -6.337 -8.970 -3.555
H -6.886 -8.425 -1.988
```

Löwdin atomic charge list, values in e, 2 entries: number 1, C, carries -0.057; number 2, C, carries -0.187

***

No. 4
Molecular formula: C5H5N
Method: DFT, wB97M-V/def2-TZVPD

Output
2S+1 = 1
HOMO = -7.873 eV
Energy above the lowest of the compared OMol25 structures with the same formula, charge and spin = 113.4 kcal per mole
E = -6750.991 eV
Frontier orbital gap = 7.72 eV
Charge = 0
E_LUMO = -0.1 eV

Structure (XYZ):
```
11
C5H5N, DFT wB97M-V/def2-TZVPD
C 0.266 -1.169 -0.360
C 1.534 -0.506 -0.388
C 1.412 0.840 0.060
N 0.292 1.526 0.411
C -0.852 0.845 0.523
C -0.956 -0.522 0.184
H 0.153 -2.208 -0.693
H -0.558 -0.561 -1.092
H 2.319 1.448 0.151
H -1.724 1.389 0.891
H -1.886 -1.082 0.312
```

Löwdin atomic charge list, values in e, 2 entries: number 1, C, carries -0.202; number 2, C, carries -0.049

***

Which of these has the highest frontier orbital gap?
C35H78N5O8

***

Among the records above, which one has the lowest HOMO?
C50H112Br2N8O8

***

E_LUMO of number 2 (C50H112Br2N8O8)?
-15.1 eV